Model P:
C5H10 | ωB97M-V with the def2-TZVPD basis set

Last columns: bonded neighbours and bond lengths (Å).
Atoms and positions in Å:
1 C 1.86717 -0.04778 0.05222  C2 1.515, H6 1.067, H7 1.117, H8 1.109
2 C 0.42363 -0.05333 -0.40887  C1 1.515, C3 1.548, C5 1.498, H9 1.132
3 C -0.64220 -1.03777 0.13076  C2 1.548, C4 1.482, H10 1.142, H11 1.136
4 C -1.61737 0.06211 -0.06128  C3 1.482, C5 1.537, H12 1.099, H13 1.067
5 C -0.45456 1.05718 0.08088  C2 1.498, C4 1.537, H14 1.126, H15 1.099
6 H 1.70373 0.07724 1.09898  C1 1.067
7 H 2.27815 -1.05719 -0.19166  C1 1.117
8 H 2.57432 0.74279 -0.27206  C1 1.109
9 H 0.24486 -0.11827 -1.52522  C2 1.132
10 H -0.85091 -2.03885 -0.37823  C3 1.142
11 H -0.37090 -1.13317 1.22936  C3 1.136
12 H -2.45926 0.15527 0.63967  C4 1.099
13 H -2.06248 0.06786 -1.03053  C4 1.067
14 H -0.28107 1.35101 1.15347  C5 1.126
15 H -0.35310 1.97290 -0.51749  C5 1.099

- orbital gap (eV) = 11.76
- total charge = 0
- LUMO (eV) = 1.29
- HOMO energy (Ha) = -0.38486
- SMILES = CC1CCC1

Model Q:
C5H10 | ωB97M-V with the def2-TZVPD basis set

Last columns: bonded neighbours and bond lengths (Å).
Atoms and positions in Å:
1 C 0.03311 0.90521 2.03428  C2 1.718, H6 1.073, H7 1.082, H8 1.292
2 C -0.02293 1.10200 0.32804  C1 1.718, C3 1.302, H9 1.128
3 C 0.18928 0.07973 -0.45045  C2 1.302, C4 1.475, C5 1.623
4 C 0.30755 -1.31191 0.02255  C3 1.475, H10 1.166, H11 1.201, H12 1.178
5 C -0.31808 -0.09663 -1.98244  C3 1.623, H13 1.102, H14 1.104, H15 1.070
6 H 0.93067 1.41786 2.32119  C1 1.073
7 H -0.88444 1.36932 2.37004  C1 1.082
8 H 0.17086 -0.37411 2.14604  C1 1.292
9 H -0.27802 2.11352 -0.10144  C2 1.128
10 H 0.86989 -2.00831 -0.72527  C4 1.166
11 H 0.81981 -1.24058 1.10669  C4 1.201
12 H -0.77647 -1.76765 -0.04100  C4 1.178
13 H -0.91159 -0.87112 -2.49551  C5 1.102
14 H -0.84959 0.81893 -2.29440  C5 1.104
15 H 0.71995 -0.13626 -2.23833  C5 1.070

- orbital gap (eV) = 10.06
- total charge = 0
- LUMO (eV) = 1.06
- HOMO energy (Ha) = -0.33070
- SMILES = CC=C(C)C

Model R:
C5H10 | ωB97M-V with the def2-TZVPD basis set

Last columns: bonded neighbours and bond lengths (Å).
Atoms and positions in Å:
1 C -1.06545 0.53178 -0.14970  C2 1.527, C5 1.519, H6 1.086, H7 1.095
2 C 0.25960 1.28701 -0.08419  C1 1.527, C3 1.541, H8 1.097, H9 1.093
3 C 1.21574 0.14057 -0.46611  C2 1.541, C4 1.603, H10 1.075, H11 1.118
4 C 0.53224 -1.17486 0.14351  C3 1.603, C5 1.570, H12 1.098, H13 1.098
5 C -0.93464 -0.80331 0.56366  C1 1.519, C4 1.570, H14 1.099, H15 1.104
6 H -1.00336 0.19481 -1.18071  C1 1.086
7 H -1.93525 1.13437 0.13047  C1 1.095
8 H 0.20518 2.07178 -0.84938  C2 1.097
9 H 0.55858 1.75739 0.85616  C2 1.093
10 H 2.14074 0.18991 0.07922  C3 1.075
11 H 1.50887 0.37830 -1.51826  C3 1.118
12 H 1.09589 -1.38262 1.06300  C4 1.098
13 H 0.52821 -2.12282 -0.41004  C4 1.098
14 H -1.10057 -0.75363 1.64894  C5 1.099
15 H -1.68493 -1.50526 0.16005  C5 1.104

- orbital gap (eV) = 12.11
- total charge = 0
- LUMO (eV) = 1.24
- HOMO energy (Ha) = -0.39946
- SMILES = C1CCCC1

Model S:
C5H10 | ωB97M-V with the def2-TZVPD basis set

Last columns: bonded neighbours and bond lengths (Å).
Atoms and positions in Å:
1 C -2.55365 0.78464 -0.50640  C2 1.333, H6 1.085, H7 1.081
2 C -1.53857 0.55372 0.32546  C1 1.333, C3 1.507, H8 1.087
3 C -0.14478 0.37771 -0.21941  C2 1.507, C4 1.524, H9 1.095, H10 1.102
4 C 0.71247 -0.68944 0.45112  C3 1.524, C5 1.515, H11 1.098, H12 1.095
5 C 2.18284 -0.56588 0.10675  C4 1.515, H13 1.092, H14 1.092, H15 1.098
6 H -2.33636 0.80563 -1.56871  C1 1.085
7 H -3.58067 0.96534 -0.22074  C1 1.081
8 H -1.71514 0.20014 1.33802  C2 1.087
9 H -0.22101 0.26148 -1.30508  C3 1.095
10 H 0.43285 1.30832 -0.09459  C3 1.102
11 H 0.48517 -1.71451 0.13039  C4 1.098
12 H 0.45245 -0.64400 1.51356  C4 1.095
13 H 2.75643 -1.35816 0.59333  C5 1.092
14 H 2.37023 -0.63564 -0.96676  C5 1.092
15 H 2.69774 0.35064 0.42306  C5 1.098

- orbital gap (eV) = 10.80
- total charge = 0
- LUMO (eV) = 1.30
- HOMO energy (Ha) = -0.34928
- SMILES = C=CCCC

Most stable structure, least stable structure: model R, model Q.

Model P:
C5H10 | ωB97M-V with the def2-TZVPD basis set

Last columns: bonded neighbours and bond lengths (Å).
Atoms and positions in Å:
1 C -1.00733 0.45821 1.72732  C2 1.498, H6 1.131, H7 1.116, H8 1.161
2 C -0.97675 0.32408 0.23560  C1 1.498, C3 1.314, H9 1.094
3 C 0.06064 -0.07616 -0.46548  C2 1.314, C4 1.525, C5 1.470
4 C 1.39579 -0.35041 0.21956  C3 1.525, H10 1.115, H11 1.098, H12 1.065
5 C 0.03381 -0.22361 -1.92771  C3 1.470, H13 1.144, H14 1.117, H15 1.130
6 H -1.56133 1.41110 1.98148  C1 1.131
7 H -1.46080 -0.40011 2.27779  C1 1.116
8 H 0.05483 0.57763 2.18007  C1 1.161
9 H -1.95026 0.41078 -0.25695  C2 1.094
10 H 2.14035 -0.73349 -0.51660  C4 1.115
11 H 1.80576 0.58615 0.62003  C4 1.098
12 H 1.34536 -1.05487 1.01697  C4 1.065
13 H 0.99512 -0.74801 -2.25725  C5 1.144
14 H -0.76021 -0.90777 -2.31332  C5 1.117
15 H -0.11498 0.72647 -2.52151  C5 1.130

- orbital gap (eV) = 9.97
- total charge = 0
- LUMO (eV) = 1.13
- HOMO energy (Ha) = -0.32475
- SMILES = CC=C(C)C

Model Q:
C5H10 | ωB97M-V with the def2-TZVPD basis set

Last columns: bonded neighbours and bond lengths (Å).
Atoms and positions in Å:
1 C 1.09004 0.67658 0.13796  C2 1.546, C5 1.534, H6 1.097, H7 1.095
2 C 0.61389 -0.48142 1.04519  C1 1.546, C3 1.553, H8 1.095, H9 1.096
3 C -0.69133 -1.02098 0.39944  C2 1.553, C4 1.540, H10 1.096, H11 1.095
4 C -0.86932 -0.24510 -0.91898  C3 1.540, C5 1.533, H12 1.095, H13 1.098
5 C -0.14420 1.08352 -0.67788  C1 1.534, C4 1.533, H14 1.099, H15 1.096
6 H 1.87495 0.32402 -0.54173  C1 1.097
7 H 1.51353 1.51236 0.70498  C1 1.095
8 H 1.38300 -1.25691 1.12789  C2 1.095
9 H 0.41650 -0.12469 2.06286  C2 1.096
10 H -1.54398 -0.83043 1.06161  C3 1.096
11 H -0.65823 -2.10198 0.22738  C3 1.095
12 H -1.92456 -0.11008 -1.17916  C4 1.095
13 H -0.39359 -0.78374 -1.74966  C4 1.098
14 H -0.78514 1.75710 -0.09277  C5 1.099
15 H 0.11844 1.60176 -1.60711  C5 1.096

- orbital gap (eV) = 12.31
- total charge = 0
- LUMO (eV) = 1.25
- HOMO energy (Ha) = -0.40648
- SMILES = C1CCCC1

Model R:
C5H10 | ωB97M-V with the def2-TZVPD basis set

Last columns: bonded neighbours and bond lengths (Å).
Atoms and positions in Å:
1 C -2.56197 -0.32818 -0.01858  C2 1.496, H6 0.881, H7 1.062, H8 1.073
2 C -1.25669 0.40206 -0.01788  C1 1.496, C3 1.334, H9 1.126
3 C -0.02740 -0.11449 -0.03420  C2 1.334, C4 1.454, H10 1.142
4 C 1.25138 0.56751 0.08878  C3 1.454, C5 1.529, H11 1.267, H12 1.103
5 C 2.42134 -0.40513 -0.06430  C4 1.529, H13 0.986, H14 1.216, H15 1.021
6 H -3.14833 -0.00881 -0.59408  C1 0.881
7 H -2.37730 -1.37387 -0.04970  C1 1.062
8 H -3.15984 0.01390 0.80378  C1 1.073
9 H -1.46252 1.49614 -0.18616  C2 1.126
10 H 0.09897 -1.24018 0.11262  C3 1.142
11 H 1.53992 1.44383 -0.78013  C4 1.267
12 H 1.45033 1.14508 1.00767  C4 1.103
13 H 2.40869 -0.96862 -0.87365  C5 0.986
14 H 2.32726 -1.22249 0.83080  C5 1.216
15 H 3.36290 -0.01557 0.00600  C5 1.021

- orbital gap (eV) = 10.29
- total charge = 0
- LUMO (eV) = 1.27
- HOMO energy (Ha) = -0.33137
- SMILES = C/C=C/CC

Most stable structure, least stable structure: model Q, model R.